1.
A molecular structure, C24H25CeF3NO3 at a distorted geometry. Source: the OMol25 dataset; level of theory: the ωB97M-V functional and the def2-TZVPD basis.

The calculation puts the HOMO-LUMO gap (alpha / beta) at 7.8 / 7.8 eV. As for the expectation value of S²: 0.751. Its multiplicity is 2. Its energy above the lowest of the compared OMol25 structures with the same formula, charge and spin is 26.8 kJ/mol. The total energy is -1984.82551 Eh.

```
57
C24H25CeF3NO3, DFT the ωB97M-V functional and the def2-TZVPD basis
C 2.28 0.03 2.44
C 2.24 -0.69 1.21
C 1.90 0.21 0.16
H 2.51 -1.74 1.09
C 1.77 1.52 0.73
C 2.02 1.41 2.15
H 1.50 2.43 0.19
C -1.44 -1.77 2.86
C -0.24 -2.35 2.35
C -0.33 -2.34 0.93
H 0.56 -2.78 2.95
C -1.54 -1.70 0.52
C -2.24 -1.36 1.74
H 1.88 -0.04 -0.91
H 1.97 2.24 2.87
H 2.53 -0.41 3.41
H -3.17 -0.78 1.79
H 0.39 -2.80 0.23
H -1.72 -1.67 3.92
Ce -0.25 0.27 1.82
C -2.03 -1.43 -0.88
C -3.54 -1.68 -0.89
C -1.31 -2.35 -1.88
H -3.75 -2.70 -0.55
H -3.93 -1.54 -1.90
H -4.05 -0.97 -0.22
H -1.49 -3.40 -1.62
H -0.23 -2.17 -1.91
H -1.71 -2.16 -2.88
C -1.68 0.04 -1.22
C -2.19 0.56 -2.56
H -0.58 0.13 -1.23
H -2.08 0.74 -0.45
O -3.12 0.05 -3.20
N -1.57 1.68 -3.05
C -0.43 2.38 -2.50
H -1.98 2.05 -3.89
C 0.89 1.79 -2.96
C 2.07 2.43 -2.58
H 1.99 3.33 -1.97
C 3.31 1.92 -2.97
H 4.22 2.42 -2.65
C 3.37 0.77 -3.76
H 4.33 0.38 -4.08
C 2.19 0.13 -4.16
H 2.21 -0.76 -4.78
C 0.95 0.65 -3.76
H 0.03 0.17 -4.09
H -0.49 2.38 -1.40
H -0.49 3.44 -2.79
F 0.37 0.14 7.40
C 0.02 0.85 6.31
F -1.28 1.22 6.43
F 0.77 1.98 6.27
C 0.18 0.08 4.97
O 0.73 -1.03 4.91
O -0.32 0.81 4.01
```

And the Löwdin charges, in e, turn out to be: atom 1 (C): -0.168, atom 2 (C): -0.152, atom 3 (C): -0.173, atom 4 (H): 0.122, atom 5 (C): -0.218, atom 6 (C): -0.201, atom 7 (H): 0.095, atom 8 (C): -0.184, atom 9 (C): -0.152, atom 10 (C): -0.108, atom 11 (H): 0.125, atom 12 (C): -0.301, atom 13 (C): -0.174, atom 14 (H): 0.107, atom 15 (H): 0.126, atom 16 (H): 0.120, atom 17 (H): 0.122, atom 18 (H): 0.123, atom 19 (H): 0.131, atom 20 (Ce): 1.341, atom 21 (C): -0.483, atom 22 (C): -0.026, atom 23 (C): -0.021, atom 24 (H): 0.104, atom 25 (H): 0.075, atom 26 (H): 0.085, atom 27 (H): 0.101, atom 28 (H): 0.084, atom 29 (H): 0.089, atom 30 (C): -0.057, atom 31 (C): -0.444, atom 32 (H): 0.103, atom 33 (H): 0.136, atom 34 (O): 0.043, atom 35 (N): 0.058, atom 36 (C): -0.135, atom 37 (H): 0.153, atom 38 (C): -0.224, atom 39 (C): -0.069, atom 40 (H): 0.115, atom 41 (C): -0.072, atom 42 (H): 0.108, atom 43 (C): -0.084, atom 44 (H): 0.104, atom 45 (C): -0.073, atom 46 (H): 0.106, atom 47 (C): -0.039, atom 48 (H): 0.113, atom 49 (H): 0.110, atom 50 (H): 0.137, atom 51 (F): 0.153, atom 52 (C): -0.510, atom 53 (F): 0.134, atom 54 (F): 0.134, atom 55 (C): -0.483, atom 56 (O): 0.081, atom 57 (O): -0.185

---

2.
A single C24H25ClN2O4S molecule at a distorted geometry. Source: the OMol25 dataset; level of theory: the ωB97M-V functional and the def2-TZVPD basis.

Its structure (SMILES) is CCCNS(=O)(=O)c1ccc(CCC(=O)Nc2cc(Cl)ccc2Oc2ccccc2)cc1. The calculation puts the HOMO-LUMO gap at 8.7 eV. Its energy above the lowest of the compared OMol25 structures with the same formula, charge and spin is 11.1 kJ/mol. The total energy is -2198.43045 Eh.

```
57
C24H25ClN2O4S, DFT the ωB97M-V functional and the def2-TZVPD basis
C 3.18 4.93 0.94
C 3.49 3.66 1.72
C 2.23 2.93 2.18
N 1.38 2.45 1.11
S 1.88 1.07 0.30
O 1.39 1.18 -1.04
O 3.28 0.82 0.49
C 0.98 -0.23 1.15
C 1.30 -1.53 0.83
C 0.60 -2.57 1.41
C -0.44 -2.31 2.30
C -1.29 -3.43 2.82
C -2.51 -3.66 1.89
C -1.99 -3.95 0.50
O -1.68 -5.07 0.13
N -1.84 -2.82 -0.26
C -1.04 -2.64 -1.38
C -0.50 -3.69 -2.12
C 0.36 -3.42 -3.17
Cl 1.01 -4.73 -4.08
C 0.71 -2.12 -3.49
C 0.16 -1.07 -2.77
C -0.72 -1.32 -1.73
O -1.28 -0.33 -0.95
C -1.59 0.89 -1.49
C -1.59 1.98 -0.62
C -1.95 3.23 -1.08
C -2.32 3.41 -2.40
C -2.34 2.32 -3.26
C -1.98 1.07 -2.81
C -0.73 -0.99 2.63
C -0.01 0.05 2.06
H 2.55 5.60 1.53
H 2.67 4.70 0.01
H 4.10 5.45 0.70
H 4.08 3.90 2.60
H 4.07 2.97 1.10
H 1.62 3.59 2.82
H 2.51 2.04 2.76
H 1.14 3.16 0.44
H 2.10 -1.71 0.12
H 0.84 -3.59 1.16
H -0.71 -4.35 2.86
H -1.66 -3.20 3.82
H -3.07 -4.53 2.25
H -3.16 -2.78 1.90
H -2.12 -1.94 0.16
H -0.75 -4.71 -1.85
H 1.40 -1.92 -4.29
H 0.45 -0.05 -2.97
H -1.30 1.82 0.40
H -1.94 4.07 -0.40
H -2.59 4.39 -2.76
H -2.64 2.45 -4.29
H -2.01 0.22 -3.48
H -1.52 -0.78 3.33
H -0.23 1.08 2.32
```

And the natural (NBO) charges, in e, turn out to be: atom 1 (C): -0.614, atom 2 (C): -0.419, atom 3 (C): -0.224, atom 4 (N): -0.879, atom 5 (S): 2.311, atom 6 (O): -0.950, atom 7 (O): -0.937, atom 8 (C): -0.335, atom 9 (C): -0.186, atom 10 (C): -0.163, atom 11 (C): -0.012, atom 12 (C): -0.415, atom 13 (C): -0.479, atom 14 (C): 0.690, atom 15 (O): -0.603, atom 16 (N): -0.612, atom 17 (C): 0.101, atom 18 (C): -0.263, atom 19 (C): -0.027, atom 20 (Cl): 0.006, atom 21 (C): -0.247, atom 22 (C): -0.253, atom 23 (C): 0.319, atom 24 (O): -0.543, atom 25 (C): 0.391, atom 26 (C): -0.270, atom 27 (C): -0.206, atom 28 (C): -0.223, atom 29 (C): -0.193, atom 30 (C): -0.303, atom 31 (C): -0.224, atom 32 (C): -0.185, atom 33 (H): 0.198, atom 34 (H): 0.197, atom 35 (H): 0.221, atom 36 (H): 0.205, atom 37 (H): 0.231, atom 38 (H): 0.197, atom 39 (H): 0.215, atom 40 (H): 0.411, atom 41 (H): 0.241, atom 42 (H): 0.222, atom 43 (H): 0.227, atom 44 (H): 0.221, atom 45 (H): 0.240, atom 46 (H): 0.208, atom 47 (H): 0.421, atom 48 (H): 0.270, atom 49 (H): 0.230, atom 50 (H): 0.252, atom 51 (H): 0.219, atom 52 (H): 0.212, atom 53 (H): 0.213, atom 54 (H): 0.216, atom 55 (H): 0.231, atom 56 (H): 0.215, atom 57 (H): 0.235

---

3.
A molecular structure, C24H25F4N2O2Pt. Source: the OMol25 dataset; level of theory: the ωB97M-V functional and the def2-TZVPD basis.

The calculation puts the HOMO-LUMO gap at 6.8 eV. Its energy above the lowest of the compared OMol25 structures with the same formula, charge and spin is 17.5 kJ/mol. The total energy is -1708.37552 Eh. Its net charge is -1.

```
58
C24H25F4N2O2Pt, DFT the ωB97M-V functional and the def2-TZVPD basis
Pt 0.09 0.56 -0.09
C -0.11 3.53 -1.79
C 0.19 3.68 -0.31
N 0.99 2.59 0.30
C 1.22 2.90 1.73
C 0.06 2.53 2.63
C 2.23 2.42 -0.44
C 2.98 1.18 -0.05
N 2.11 0.00 0.02
C 2.83 -1.16 0.10
C 2.30 -2.48 0.09
F 0.98 -2.69 0.11
C 3.07 -3.62 0.07
F 2.42 -4.80 0.01
C 4.44 -3.62 0.11
C 5.00 -2.36 0.23
F 6.34 -2.25 0.35
C 4.25 -1.20 0.24
F 4.99 -0.08 0.48
H -0.93 4.19 -2.04
H -0.43 2.51 -2.02
H 0.75 3.78 -2.42
H -0.75 3.75 0.23
H 0.75 4.62 -0.15
H 1.44 3.97 1.82
H 2.11 2.36 2.05
H -0.84 3.11 2.41
H 0.34 2.71 3.67
H -0.20 1.48 2.51
H 2.89 3.30 -0.33
H 1.96 2.33 -1.49
H 3.49 1.34 0.91
H 3.77 1.04 -0.80
H 5.03 -4.52 0.09
C -3.99 0.79 -0.22
C -2.81 1.73 -0.38
O -2.92 2.74 -1.07
O -1.75 1.39 0.28
H -4.93 1.32 -0.35
H -3.96 0.28 0.75
H -3.91 0.02 -0.99
C -3.66 -3.29 1.48
C -2.83 -2.33 2.10
C -1.97 -1.58 1.35
C -1.88 -1.73 -0.06
C -0.99 -0.93 -0.84
C -1.02 -1.10 -2.21
C -1.86 -2.05 -2.83
C -2.68 -2.85 -2.08
C -2.72 -2.69 -0.67
C -3.60 -3.46 0.13
H -4.34 -3.88 2.08
H -2.89 -2.18 3.17
H -1.32 -0.85 1.82
H -0.38 -0.48 -2.83
H -1.83 -2.15 -3.91
H -3.32 -3.59 -2.55
H -4.24 -4.19 -0.36
```

And the natural (NBO) charges, in e, turn out to be: atom 1 (Pt): 0.740, atom 2 (C): -0.630, atom 3 (C): -0.220, atom 4 (N): -0.454, atom 5 (C): -0.215, atom 6 (C): -0.616, atom 7 (C): -0.220, atom 8 (C): -0.237, atom 9 (N): -0.644, atom 10 (C): 0.111, atom 11 (C): 0.303, atom 12 (F): -0.309, atom 13 (C): 0.334, atom 14 (F): -0.321, atom 15 (C): -0.419, atom 16 (C): 0.346, atom 17 (F): -0.327, atom 18 (C): 0.210, atom 19 (F): -0.338, atom 20 (H): 0.237, atom 21 (H): 0.241, atom 22 (H): 0.182, atom 23 (H): 0.235, atom 24 (H): 0.159, atom 25 (H): 0.169, atom 26 (H): 0.202, atom 27 (H): 0.215, atom 28 (H): 0.200, atom 29 (H): 0.233, atom 30 (H): 0.173, atom 31 (H): 0.216, atom 32 (H): 0.179, atom 33 (H): 0.195, atom 34 (H): 0.233, atom 35 (C): -0.732, atom 36 (C): 0.816, atom 37 (O): -0.688, atom 38 (O): -0.809, atom 39 (H): 0.209, atom 40 (H): 0.223, atom 41 (H): 0.236, atom 42 (C): -0.231, atom 43 (C): -0.250, atom 44 (C): -0.151, atom 45 (C): -0.126, atom 46 (C): -0.106, atom 47 (C): -0.309, atom 48 (C): -0.190, atom 49 (C): -0.270, atom 50 (C): 0.022, atom 51 (C): -0.214, atom 52 (H): 0.197, atom 53 (H): 0.200, atom 54 (H): 0.222, atom 55 (H): 0.204, atom 56 (H): 0.195, atom 57 (H): 0.194, atom 58 (H): 0.193

---

- The lowest total energy belongs to which entry?
  C24H25ClN2O4S

---

- Which of these has the highest total energy?
  C24H25F4N2O2Pt

---

- Among the records above, which one has the lowest total energy?
  C24H25ClN2O4S

---

- total energy of number 2 (C24H25ClN2O4S)?
  -2198.43045 Eh